(1)
The following is a DFT calculation (ωB97M-V/def2-TZVPD) of a structure of composition C19H20F3N4 in a non-equilibrium geometry.

Geometry as XYZ:
```
46
Properties=species:S:1:pos:R:3:forces:R:3:lowdin_charge:R:1
F -3.4971 -1.7540 -4.6458 -0.4 0.1 1.2 0.126
C -4.1486 -1.6666 -3.4431 -1.1 -0.6 -1.3 -0.513
F -5.1211 -0.7249 -3.6048 0.9 -0.8 0.4 0.130
F -4.7695 -2.8755 -3.2472 0.5 1.1 -0.2 0.131
C -3.2168 -1.3834 -2.3024 -0.1 0.4 -0.2 -0.101
C -3.5544 -0.4313 -1.3451 0.2 0.2 0.2 0.022
C -2.6199 -0.1183 -0.3646 0.4 -0.4 0.1 -0.018
C -1.3916 -0.8281 -0.2756 -0.4 0.7 -0.4 -0.185
C -0.3833 -0.3724 0.7105 0.0 0.2 1.1 0.019
C 0.7070 -1.2917 1.1560 0.3 -0.1 0.3 -0.229
C 0.8908 -1.5781 2.5452 -0.4 -0.5 -1.0 -0.060
C 1.9880 -2.3266 2.9697 -0.6 0.1 -0.5 -0.067
C 2.8675 -2.8467 2.0107 0.4 0.5 -0.2 -0.050
C 2.6984 -2.5852 0.6454 -0.2 0.3 0.1 -0.044
C 1.6207 -1.7930 0.2256 0.1 -0.3 0.4 -0.066
C -1.1511 -1.8683 -1.1906 0.2 0.1 -0.1 0.012
C -2.0235 -2.0887 -2.2467 0.1 0.1 0.4 0.024
H -4.5061 0.1024 -1.3823 0.3 -0.2 -0.1 0.137
H -2.8325 0.6929 0.3362 0.1 -0.3 -0.1 0.130
H -0.7710 0.2023 1.5360 -0.4 -0.2 0.2 0.130
H 0.1212 -1.2579 3.2565 0.5 0.1 -0.2 0.123
H 2.1502 -2.4712 4.0400 0.0 -0.1 -0.4 0.115
H 3.7648 -3.3603 2.3488 -0.3 -0.1 -0.1 0.114
H 3.4098 -2.9363 -0.1097 -0.2 0.0 0.5 0.118
H 1.4704 -1.5769 -0.8336 0.3 0.0 0.2 0.111
H -0.2752 -2.5099 -1.1083 -0.3 0.3 0.0 0.111
H -1.7631 -2.7944 -3.0252 -0.1 -0.1 0.1 0.137
N 2.0762 0.5949 4.7415 -0.3 0.8 -3.3 0.260
N 1.9712 0.8264 3.6203 0.4 -1.0 3.3 -0.193
N 1.8213 0.8680 2.3948 0.3 1.1 0.5 0.040
C 1.9090 2.2364 1.8631 0.0 0.2 0.3 -0.130
C 1.4964 2.1842 0.4151 1.9 0.3 -0.1 -0.286
C 1.1411 3.5374 -0.1775 0.4 -0.1 0.2 -0.121
C 0.2971 3.1993 -1.3815 -0.4 0.0 -0.7 -0.135
C -0.2515 1.7966 -1.1732 -0.6 -0.4 -0.1 -0.134
N 0.4627 1.2171 -0.0313 0.7 -3.2 -0.5 0.025
H 1.2947 2.9556 2.4332 0.1 -0.3 -0.1 0.130
H 2.9594 2.5917 1.9023 -0.5 -0.1 0.0 0.142
H 2.3646 1.7527 -0.1372 -0.1 0.9 0.5 0.169
H 0.5987 4.1601 0.5315 -0.1 -0.1 0.1 0.124
H 2.0515 4.0716 -0.4589 -0.1 0.0 0.1 0.135
H -0.5157 3.9189 -1.4752 0.1 -0.1 -0.4 0.125
H 0.8843 3.1518 -2.2906 0.1 0.5 -0.2 0.121
H -1.3298 1.7794 -1.0110 0.1 0.0 0.0 0.111
H 0.0002 1.0677 -1.9421 -0.6 0.6 -0.8 0.138
H 1.1045 0.5323 -0.4787 -0.9 0.5 0.5 0.121
```
Forces are in eV/Å.

The value obtained for the largest force on an atom is 3.53 eV/A. For the orbital gap, the calculation gives 8.16 eV. The highest occupied orbital energy is -12.398 eV. Its spin multiplicity is 1. Its total charge is +1. Its lowest unoccupied orbital energy is -0.156 hartree.

(2)
The following is a DFT calculation (ωB97M-V/def2-TZVPD) of a structure of composition C19H20IN6O2V.

Geometry as XYZ:
```
49
Properties=species:S:1:pos:R:3:forces:R:3:lowdin_charge:R:1
V -0.1655 0.0539 0.4248 -0.3 0.1 -0.6 0.948
O 0.7375 2.7736 -2.4099 0.0 0.0 0.1 0.130
C 0.7559 1.9120 -1.5639 0.1 0.1 -0.1 -0.451
N -0.2578 1.5925 -0.6986 0.1 -0.1 0.2 -0.100
C -1.5286 2.2778 -0.8529 0.0 0.1 0.2 -0.119
C -2.5718 1.2236 -1.0585 -0.1 0.0 0.0 -0.231
C -3.7473 1.4494 -1.7532 0.0 0.0 0.0 0.021
C -4.6501 0.4119 -1.8968 0.0 0.0 0.0 -0.005
C -4.3418 -0.8220 -1.3411 0.0 0.0 0.0 -0.020
C -3.1537 -0.9639 -0.6587 -0.1 0.0 0.0 -0.138
N -2.2725 0.0369 -0.4987 0.1 0.0 -0.1 0.027
C 1.9523 1.0337 -1.3422 0.1 0.0 0.0 -0.169
C 3.1435 1.2342 -2.0107 0.0 0.0 0.0 0.048
C 4.2082 0.3945 -1.7179 0.0 0.0 0.0 0.005
C 4.0386 -0.6057 -0.7693 0.0 0.0 0.0 -0.011
C 2.8102 -0.7456 -0.1509 0.0 0.0 0.0 -0.096
N 1.7810 0.0573 -0.4393 -0.2 0.0 0.1 0.005
H -1.4774 3.0177 -1.6506 0.0 -0.1 -0.1 0.137
H -1.7754 2.8216 0.0674 0.0 0.1 -0.1 0.133
H -3.9343 2.4216 -2.1874 0.0 0.0 0.0 0.134
H -5.5713 0.5574 -2.4446 0.0 0.0 0.0 0.130
H -5.0090 -1.6660 -1.4376 0.0 0.0 0.0 0.123
H -2.9019 -1.9210 -0.2268 0.0 0.0 0.0 0.072
H 3.2081 2.0357 -2.7334 0.0 0.0 0.0 0.139
H 5.1589 0.5193 -2.2183 0.0 0.0 0.0 0.130
H 4.8483 -1.2722 -0.5087 0.0 0.0 0.0 0.124
H 2.6390 -1.5148 0.5921 0.0 0.0 0.0 0.127
C 1.1588 3.4079 1.8918 0.0 0.0 -0.1 -0.014
N 1.1508 2.6102 3.1123 0.0 0.0 0.0 0.067
C 0.9564 1.2968 3.1225 0.1 0.0 0.2 -0.532
N 1.0285 0.6233 4.2792 0.0 0.0 -0.1 0.219
O 0.7100 0.6624 2.0529 -0.1 -0.1 -0.1 -0.156
H 1.5718 4.3842 2.1259 0.0 0.0 0.0 0.106
H 0.1528 3.5395 1.4956 0.0 0.0 0.0 0.085
H 1.7842 2.9356 1.1367 0.0 0.0 0.0 0.088
H 1.3200 3.0778 3.9879 0.0 0.0 0.0 0.161
H 1.3439 1.0510 5.1332 0.0 0.0 0.0 0.134
H 0.9335 -0.3771 4.2573 0.0 0.0 0.0 0.107
I -1.7188 -1.7956 2.5149 0.0 -0.1 0.1 1.146
C -0.8769 -2.8247 0.8981 0.3 0.0 0.3 -0.739
C -0.9080 -4.2031 0.8429 -0.1 0.0 -0.2 -0.081
C -0.3488 -4.8130 -0.2725 0.0 0.0 0.0 0.001
C 0.2229 -4.0274 -1.2641 0.0 0.0 0.0 -0.003
C 0.2509 -2.6576 -1.0965 0.0 0.0 -0.1 -0.089
N -0.2810 -2.0581 -0.0183 0.1 0.1 0.1 -0.100
H -1.3715 -4.7779 1.6314 0.0 0.0 0.0 0.117
H -0.3639 -5.8909 -0.3639 0.0 0.0 0.0 0.134
H 0.6537 -4.4694 -2.1508 0.0 0.0 0.0 0.129
H 0.7076 -2.0076 -1.8309 0.0 0.0 0.0 0.128
```
Forces are in eV/Å.

The value obtained for the largest force on an atom is 0.64 eV/A. For the orbital gap (spin up / spin down), the calculation gives 8.76 / 9.11 eV. The highest occupied orbital energy (spin up / spin down) is -15.022 / -15.250 eV. The relative energy (zero: lowest compared OMol25 entry of this formula, charge and spin) comes out at 0.000 eV. Its spin multiplicity is 3. Its total charge is +2. Its lowest unoccupied orbital energy (spin up / spin down) is -0.230 / -0.226 hartree.

(3)
The following is a DFT calculation (ωB97M-V/def2-TZVPD) of an isolated molecule of C19H20N4O2S3 in a non-equilibrium geometry.

Geometry as XYZ:
```
48
Properties=species:S:1:pos:R:3:forces:R:3:lowdin_charge:R:1
C 1.3831 -1.6891 2.4659 0.0 0.1 -0.2 -0.091
C 1.7051 -0.5286 1.5337 0.0 0.0 0.3 -0.266
C 1.6661 0.8135 2.2626 0.1 0.0 -0.4 -0.176
H 0.6623 0.9756 2.6613 0.0 0.0 0.1 0.112
C 2.0457 1.9854 1.3496 0.1 -0.2 0.6 -0.148
N 1.1659 2.0736 0.2144 -0.1 0.0 -0.4 -0.024
C 1.3986 1.5870 -1.0410 -0.2 0.1 -0.3 -0.630
N 0.3705 1.6586 -1.8411 0.3 -0.1 -0.4 0.095
C -0.6296 2.2170 -1.0927 0.0 0.2 0.8 -0.212
C -1.9420 2.5257 -1.4282 0.2 0.0 0.0 0.023
C -2.7117 3.0940 -0.4402 -0.5 0.3 -0.2 -0.298
C -2.2421 3.3640 0.8402 0.0 0.1 0.2 -0.062
C -0.9406 3.0644 1.1916 0.0 0.0 0.0 0.008
C -0.1441 2.4842 0.2152 -0.6 0.0 -0.5 -0.147
H -0.5627 3.2776 2.1794 0.0 0.0 0.1 0.113
H -2.9208 3.8257 1.5384 0.0 0.1 0.2 0.110
S -4.4126 3.4700 -0.7968 -0.5 -0.6 0.1 0.620
O -4.8911 4.4757 0.1071 0.2 -0.2 0.2 -0.303
O -4.5892 3.6534 -2.2081 0.3 -0.3 0.0 -0.301
N -5.1506 2.0135 -0.3599 0.4 0.6 -0.2 -0.060
H -5.5109 1.5288 -1.1660 0.0 0.0 -0.2 0.061
H -5.8710 2.1608 0.3284 -0.1 0.2 0.2 0.061
H -2.3450 2.3523 -2.4109 0.0 -0.1 -0.2 0.123
S 2.9465 0.9447 -1.5116 0.3 -0.1 -0.2 1.002
C 2.3491 -0.1853 -2.8311 0.2 0.6 0.2 -0.411
C 1.7202 -1.3548 -2.1890 -0.9 -0.2 0.1 -0.638
N 2.3646 -2.3767 -1.7715 1.0 0.2 -0.4 0.111
C 1.5598 -3.2756 -1.1398 -1.0 -0.1 0.3 -0.322
C 1.9677 -4.4770 -0.5662 0.0 0.1 0.0 -0.020
C 1.0256 -5.2700 0.0524 0.1 -0.1 0.0 -0.090
C -0.3141 -4.8874 0.1076 -0.2 0.0 0.0 -0.092
C -0.7415 -3.7014 -0.4556 -0.1 -0.1 0.1 -0.095
C 0.1985 -2.8980 -1.0793 0.4 0.1 -0.2 -0.468
S -0.0187 -1.3577 -1.8559 0.4 -0.4 0.1 1.093
H -1.7772 -3.4025 -0.4134 -0.1 0.0 0.0 0.107
H -1.0297 -5.5286 0.5994 -0.1 -0.1 0.0 0.102
H 1.3268 -6.2032 0.5039 0.0 -0.1 0.0 0.101
H 3.0071 -4.7585 -0.6140 0.1 0.0 0.0 0.113
H 3.2363 -0.4760 -3.3904 -0.1 0.0 0.0 0.087
H 1.6478 0.3855 -3.4358 0.1 -0.1 -0.1 0.070
H 1.9959 2.9272 1.9040 0.1 0.0 -0.1 0.129
H 3.0629 1.8525 0.9726 -0.1 0.1 0.1 0.101
H 2.3646 0.7958 3.1009 0.0 0.0 0.1 0.119
H 2.6937 -0.6779 1.0942 0.0 0.0 -0.1 0.104
H 0.9745 -0.5180 0.7217 0.1 0.0 -0.1 0.082
H 2.1059 -1.7401 3.2770 0.1 -0.1 0.1 0.074
H 0.3909 -1.5702 2.8958 -0.1 0.0 0.1 0.077
H 1.4097 -2.6300 1.9210 0.0 -0.1 0.0 0.058
```
Forces are in eV/Å.

The value obtained for the largest force on an atom is 1.07 eV/A. For the orbital gap, the calculation gives 8.76 eV. The highest occupied orbital energy is -8.458 eV. Its SMILES is CCCCn1c(SCc2nc3ccccc3s2)nc2cc(S(N)(=O)=O)ccc21. The relative energy (zero: lowest compared OMol25 entry of this formula, charge and spin) comes out at 0.614 eV. Its spin multiplicity is 1. Its lowest unoccupied orbital energy is 0.011 hartree.

(4)
The following is a DFT calculation (ωB97M-V/def2-TZVPD) of an isolated molecule of C19H20N4O4 in a non-equilibrium geometry.

Geometry as XYZ:
```
47
Properties=species:S:1:pos:R:3:forces:R:3:lowdin_charge:R:1
C -4.0481 1.2129 2.7327 0.3 0.0 0.0 -0.105
C -2.6317 0.8844 2.2818 -0.1 0.0 -0.2 -0.233
C -2.5894 0.5961 0.7813 -0.5 0.2 0.3 -0.154
N -1.2485 0.2388 0.3557 0.0 0.0 -0.1 0.058
C -0.4150 1.2000 -0.1023 0.9 0.5 -0.5 -0.188
N -0.8833 2.4580 -0.1340 -0.4 -0.2 0.2 0.174
C -0.1154 3.4128 -0.5950 0.1 -0.1 0.0 -0.236
N 1.1673 3.1962 -1.0537 -0.5 0.0 0.2 0.105
C 1.9279 4.2200 -1.5248 0.5 0.7 -0.3 -0.018
C 1.4652 5.4937 -1.5638 0.2 -0.3 0.0 -0.047
C 0.1576 5.7628 -1.1020 -0.2 -0.3 0.1 -0.047
C -0.6096 4.7440 -0.6305 0.2 0.4 -0.1 0.013
H -1.6122 4.8926 -0.2662 -0.1 0.0 0.0 0.118
H -0.2212 6.7726 -1.1268 -0.1 0.1 0.0 0.112
H 2.0893 6.2854 -1.9421 0.1 0.0 0.0 0.108
H 2.9133 3.9227 -1.8555 -0.1 0.0 0.0 0.133
C 1.7515 1.8793 -1.0456 0.0 -0.4 0.1 -0.350
O 2.8860 1.7370 -1.4500 0.0 0.0 0.0 0.081
C 0.8785 0.8671 -0.5368 -0.3 0.2 0.1 -0.048
C 1.3121 -0.4782 -0.4344 -0.3 -0.3 0.2 0.089
C 0.4865 -1.4210 0.0814 0.3 0.2 -0.3 -0.011
C -0.8670 -1.0874 0.4755 0.0 -0.9 0.3 -0.189
N -1.7234 -1.9054 0.9660 -0.2 1.1 0.1 0.179
C -1.7533 -3.2642 0.8773 -0.2 -0.3 0.1 -0.553
O -1.6243 -3.8587 -0.1743 0.1 -0.2 -0.1 0.077
C -2.1046 -3.9309 2.1831 0.1 -0.2 -0.2 -0.001
H -2.8157 -3.3268 2.7384 0.0 0.0 0.1 0.073
H -2.5029 -4.9240 1.9972 0.0 -0.1 0.0 0.080
H -1.1862 -4.0167 2.7617 0.1 0.0 0.1 0.078
C 0.9646 -2.8130 0.3279 0.0 0.2 0.3 -0.466
O 0.9259 -3.3408 1.4123 0.0 0.0 -0.1 0.121
O 1.4724 -3.3453 -0.7727 0.1 0.1 -0.4 0.021
C 1.9492 -4.6920 -0.7108 0.3 -0.6 0.2 -0.202
C 3.3637 -4.7562 -1.2630 -0.4 0.2 0.1 -0.062
H 4.0368 -4.1597 -0.6518 0.1 0.0 0.0 0.078
H 3.7072 -5.7867 -1.2630 0.1 -0.1 0.0 0.076
H 3.3848 -4.3741 -2.2802 0.1 0.0 -0.1 0.076
H 1.2628 -5.2960 -1.3113 0.0 0.1 0.1 0.132
H 1.9109 -5.0303 0.3295 0.0 0.0 -0.2 0.121
H 2.3169 -0.7157 -0.7494 0.1 -0.1 0.0 0.141
H -3.2392 -0.2491 0.5483 0.1 0.2 0.0 0.125
H -2.8924 1.4797 0.2192 0.0 -0.2 0.1 0.117
H -1.9679 1.7235 2.4995 0.1 0.0 0.0 0.106
H -2.2665 0.0068 2.8168 0.1 0.0 0.0 0.104
H -4.0686 1.4165 3.8001 -0.1 0.0 0.1 0.070
H -4.4232 2.0885 2.2078 -0.1 0.1 0.0 0.072
H -4.7140 0.3780 2.5292 -0.1 -0.1 0.0 0.074
```
Forces are in eV/Å.

The value obtained for the largest force on an atom is 1.10 eV/A. For the orbital gap, the calculation gives 7.55 eV. The highest occupied orbital energy is -8.181 eV. Its SMILES is CCCn1/c(=N/C(C)=O)c(C(=O)OCC)cc2c(=O)n3ccccc3nc21. The relative energy (zero: lowest compared OMol25 entry of this formula, charge and spin) comes out at 0.000 eV. Its spin multiplicity is 1. Its lowest unoccupied orbital energy is -0.023 hartree.

(5)
The following is a DFT calculation (ωB97M-V/def2-TZVPD) of a structure of composition C19H20N4O7SW in a non-equilibrium geometry.

Geometry as XYZ:
```
52
Properties=species:S:1:pos:R:3:forces:R:3:lowdin_charge:R:1
W -0.1379 -0.2640 0.7092 0.8 -0.2 2.0 1.879
O 5.5329 -1.9996 2.7214 0.1 -0.3 0.1 0.178
C 4.3662 -1.5849 2.2968 -0.3 0.3 -0.2 -0.235
C 4.1085 -0.2649 1.8689 0.2 0.0 0.0 0.129
C 2.8488 0.0438 1.4406 -0.4 0.1 -0.2 -0.145
N 1.8678 -0.8641 1.3784 -0.1 0.2 -0.1 -0.021
C 2.0855 -2.1012 1.8461 -0.3 0.0 -0.1 -0.142
C 3.3025 -2.5110 2.3047 0.1 -0.1 0.1 0.143
C 0.7999 -2.8902 1.8517 1.2 -0.1 0.2 -0.476
O 0.6783 -3.9987 2.2451 -0.3 0.0 -0.1 0.232
O -0.1776 -2.1278 1.3285 -0.6 0.8 -0.5 -0.219
C 2.3241 1.4029 1.0469 0.6 -0.4 0.2 -0.472
O 2.9714 2.3846 0.9069 -0.1 0.1 0.0 0.214
O 0.9929 1.3137 0.8857 -1.0 0.3 -0.5 -0.256
H 6.2258 -1.3271 2.7205 0.0 0.1 0.0 0.155
H 4.8744 0.5007 1.8924 0.0 0.0 0.0 0.156
H 3.4393 -3.5172 2.6791 0.0 0.0 0.0 0.162
N -1.3308 2.5270 3.8912 0.0 0.1 0.1 0.140
C -1.3329 1.6611 2.8820 0.4 -0.4 0.0 -0.760
S -0.4771 0.1228 3.1136 -0.4 -0.1 -1.2 0.841
N -1.9673 1.9107 1.7867 -0.4 0.4 0.0 0.015
N -1.9087 0.9428 0.8161 1.1 0.0 0.5 -0.159
C -2.9761 0.9436 0.0497 0.0 -0.3 -0.4 0.021
C -3.2449 0.0366 -0.9977 0.2 -0.2 0.1 -0.119
C -4.4412 0.1059 -1.7363 -0.1 0.1 -0.1 0.019
C -4.7118 -0.8349 -2.6986 -0.1 0.0 0.0 -0.020
C -3.8030 -1.8718 -2.9433 0.1 0.1 0.1 0.006
C -2.6229 -1.9689 -2.2296 0.3 -0.2 0.0 0.029
C -2.3492 -1.0195 -1.2598 -0.4 0.4 -0.2 -0.248
O -1.2351 -1.0687 -0.5273 -0.5 -0.5 -0.4 -0.223
H -0.8822 2.3107 4.7638 0.0 0.0 0.0 0.113
H -1.9022 3.3562 3.8361 0.0 0.0 0.0 0.134
H -3.7144 1.7036 0.2847 0.1 0.0 0.1 0.163
H -5.1473 0.9022 -1.5355 0.0 0.0 0.0 0.136
H -5.6328 -0.7886 -3.2623 0.0 0.0 0.0 0.128
H -4.0255 -2.6119 -3.7000 0.0 0.0 0.0 0.132
H -1.9299 -2.7855 -2.3867 0.0 0.0 0.0 0.139
C 1.7535 -1.2121 -1.9490 -0.1 0.3 -0.1 -0.045
C 0.7684 -0.1943 -2.4915 0.0 -0.2 -0.1 -0.197
O 0.2626 0.7234 -1.4700 0.1 -0.6 0.0 -0.293
C 0.4980 2.1283 -1.8202 -0.1 0.4 0.3 -0.188
C -0.5367 3.0423 -1.2046 0.1 -0.1 -0.1 -0.047
H 2.6169 -0.7108 -1.5123 0.0 -0.1 0.1 0.087
H 2.1233 -1.8297 -2.7688 -0.1 0.0 0.0 0.106
H 1.2929 -1.9028 -1.2402 0.0 0.0 0.1 0.061
H -0.0923 -0.6797 -2.9522 0.0 0.0 0.0 0.121
H 1.2688 0.4007 -3.2520 -0.1 0.0 0.0 0.131
H 0.4290 2.1876 -2.9052 0.0 -0.1 0.0 0.132
H 1.5068 2.4009 -1.5081 0.0 0.0 0.0 0.127
H -1.5335 2.8148 -1.5837 0.0 0.0 0.0 0.083
H -0.2990 4.0668 -1.4913 0.0 0.0 0.0 0.104
H -0.5265 2.9961 -0.1207 0.0 0.1 0.1 0.051
```
Forces are in eV/Å.

The value obtained for the largest force on an atom is 2.13 eV/A. For the orbital gap, the calculation gives 6.06 eV. The highest occupied orbital energy is -14.975 eV. The relative energy (zero: lowest compared OMol25 entry of this formula, charge and spin) comes out at 0.000 eV. Its spin multiplicity is 1. Its total charge is +2. Its lowest unoccupied orbital energy is -0.328 hartree.

Which of these has the lowest largest force on an atom? C19H20IN6O2V